Here is a structure of composition C35H34InO13 from the OMol25 dataset. Energies are from ωB97M-V/def2-TZVPD.

XYZ file:
```
83
Properties=species:S:1:pos:R:3:forces:R:3:mulliken_charge:R:1
O -2.1514 0.7682 0.1765 -0.258 0.354 0.123 -0.4239
C -1.4384 1.3854 1.2539 0.279 -0.180 -0.191 -0.5041
C -1.1111 0.3777 2.3646 0.258 0.815 -0.898 0.1411
C 0.3527 -0.0596 2.2194 -0.391 -0.420 0.654 -0.6690
C 0.9181 -0.9256 3.3740 0.192 -0.013 -0.557 -1.0648
In 1.8136 -2.8406 2.5729 0.041 0.029 0.347 0.7239
C 3.6342 -3.3117 3.8352 -0.699 0.116 -0.456 -0.7193
O 4.7473 -3.7496 3.0185 0.314 -0.122 0.240 -0.2684
O 5.5502 -2.5950 2.7518 0.170 -0.051 -0.175 -0.3650
H -2.3005 1.4614 -0.4831 -0.030 -0.301 -0.053 0.2219
H -0.4950 1.7620 0.8410 0.079 0.161 0.077 0.3932
H -1.9857 2.2530 1.6445 -0.257 -0.088 0.017 0.1852
H -1.2802 0.8861 3.3083 -0.019 -0.301 0.141 -0.0937
H -1.8099 -0.4477 2.2412 0.002 -0.185 0.305 0.2875
H 0.9426 0.8579 2.1457 0.131 0.039 -0.159 0.2067
H 0.4336 -0.5857 1.2670 0.109 0.130 -0.192 0.3795
H 0.1720 -1.1264 4.1426 -0.155 -0.027 -0.029 0.4057
H 1.7210 -0.3559 3.8485 0.115 -0.124 0.180 0.2933
H 2.3421 -2.4986 0.8909 0.028 -0.026 0.073 -0.4937
H 0.6421 -4.1939 2.6590 0.113 0.134 -0.021 -0.3866
H 3.9445 -2.4446 4.4195 0.166 0.006 0.059 0.2238
H 3.4580 -4.1309 4.5350 0.069 -0.118 0.057 0.2612
H 5.4820 -2.5258 1.7872 -0.188 0.161 0.205 0.3426
C -1.4446 4.3773 -0.6899 -0.006 0.030 0.035 -0.1730
C -0.7025 5.4714 -0.5430 -0.044 -0.048 0.009 -0.4527
C 0.1315 5.9912 -1.6541 0.045 0.047 0.016 0.3300
O 0.8072 6.9884 -1.5236 -0.017 0.003 -0.007 -0.5506
C 0.1061 5.2443 -2.9372 -0.023 -0.050 -0.044 -0.4214
C -0.6363 4.1510 -3.0831 0.018 0.040 -0.011 -0.3422
C -1.4688 3.6342 -1.9712 0.009 -0.021 -0.039 0.3934
O -2.1501 2.6364 -2.1135 0.033 0.085 -0.011 -0.4741
H -2.0592 3.9820 0.1082 -0.001 -0.033 0.002 0.4283
H -0.6700 6.0298 0.3834 0.025 0.016 -0.007 0.4219
H 0.7221 5.6393 -3.7347 0.016 0.022 0.022 0.4228
H -0.6659 3.5899 -4.0079 0.011 -0.036 0.020 0.4062
C -4.0820 -1.7221 -2.5348 0.135 -0.103 0.083 -0.2443
C -3.1105 -1.7815 -1.6227 -0.093 0.077 -0.082 -0.4129
C -2.3102 -3.0180 -1.4298 -0.004 0.060 0.122 0.0825
O -1.4408 -3.0796 -0.5926 0.039 -0.055 -0.033 -0.4304
C -2.6287 -4.1849 -2.2941 -0.028 -0.042 -0.089 -0.4240
C -3.5937 -4.1211 -3.2073 0.051 -0.028 0.042 -0.4013
C -4.3947 -2.8857 -3.3992 -0.036 0.040 -0.013 0.2437
O -5.2728 -2.8410 -4.2391 0.022 -0.017 -0.016 -0.5943
H -4.6791 -0.8345 -2.6900 -0.065 -0.025 -0.038 0.6746
H -2.8578 -0.9449 -0.9791 0.044 -0.076 0.045 0.7649
H -2.0342 -5.0758 -2.1342 0.023 0.021 0.034 0.4274
H -3.8433 -4.9576 -3.8484 -0.034 0.021 -0.016 0.3970
C 0.4331 1.1703 6.1961 0.076 0.077 0.043 0.0559
C 1.2541 1.3530 7.2277 -0.053 0.006 -0.036 -0.4787
C 0.8590 0.9698 8.6031 0.077 -0.004 0.006 0.3420
O 1.6017 1.1412 9.5483 -0.028 0.019 0.015 -0.5762
C -0.4856 0.3680 8.7891 -0.067 -0.018 -0.031 -0.4423
C -1.3075 0.1832 7.7601 0.022 -0.008 0.078 -0.4522
C -0.9134 0.5740 6.3826 0.078 -0.070 -0.128 0.3981
O -1.6580 0.4084 5.4431 -0.240 0.086 0.359 -0.5071
H 0.7020 1.4324 5.1813 -0.024 -0.073 -0.025 0.3618
H 2.2413 1.7819 7.1146 0.015 -0.019 0.026 0.4184
H -0.7506 0.0926 9.8021 0.038 0.005 0.013 0.3852
H -2.2915 -0.2541 7.8716 -0.003 -0.010 -0.041 0.4168
C 7.9575 -2.3986 -1.2980 0.069 0.009 -0.064 -0.4224
C 8.2718 -3.1003 -2.3833 0.010 0.046 0.060 -0.3389
C 7.2271 -3.7797 -3.1901 -0.077 -0.042 -0.026 0.3725
O 7.5183 -4.4191 -4.1800 0.039 0.009 -0.018 -0.5660
C 5.8199 -3.6486 -2.7416 0.034 0.038 0.033 -0.3490
C 5.5026 -2.9476 -1.6559 -0.079 -0.057 -0.053 -0.2946
C 6.5481 -2.2667 -0.8526 -0.152 -0.056 -0.013 0.4358
O 6.2568 -1.6269 0.1333 0.170 0.084 -0.036 -0.5989
H 8.7006 -1.8961 -0.6921 -0.024 0.006 0.031 0.4141
H 9.2917 -3.2115 -2.7286 -0.008 -0.029 -0.026 0.3895
H 5.0760 -4.1540 -3.3438 0.018 -0.016 -0.012 0.4230
H 4.4830 -2.8397 -1.3046 -0.006 0.013 0.088 0.4789
C -3.4559 2.6486 -5.5730 -0.036 -0.042 0.044 -0.3497
C -3.9826 1.7588 -4.7362 0.045 -0.007 -0.007 -0.1655
C -5.3756 1.2760 -4.9126 0.019 -0.054 0.006 0.4446
O -5.8612 0.4668 -4.1543 -0.105 0.121 0.012 -0.5000
C -6.1537 1.8198 -6.0544 -0.002 0.046 -0.065 -0.4189
C -5.6230 2.7098 -6.8884 -0.052 -0.043 0.028 -0.4698
C -4.2311 3.1933 -6.7128 0.043 0.039 -0.031 0.2765
O -3.7477 4.0047 -7.4748 -0.007 0.004 0.003 -0.5657
H -2.4440 3.0162 -5.4656 -0.002 0.015 -0.033 0.3659
H -3.4305 1.3543 -3.8971 -0.015 0.016 0.012 0.5432
H -7.1655 1.4509 -6.1631 0.006 -0.028 0.031 0.4268
H -6.1709 3.1206 -7.7268 0.030 0.020 -0.013 0.3983
```
Forces are in eV/Å.

Results
* energy: -68627.300 eV
* spin multiplicity: 1
* net charge: -1
* HOMO energy: -0.140 Eh